No. 1
A 2-piece molecular cluster, C7H13N5OS overall. Source: the Open Molecules 2025 dataset; level of theory: wB97M-V/def2-TZVPD.

Properties
Molar mass ... 215.28 g mol⁻¹
HOMO (spin up / spin down) ... -0.579 / -0.568 hartree

Geometry as ORCA input:
```
! wB97M-V def2-TZVPD RIJCOSX def2/J DEFGRID3
* xyz 2 1
C -3.06 0.35 1.26
C -4.32 0.79 1.56
C -3.98 0.44 -0.80
C -2.78 0.20 -0.12
C 1.82 -0.56 0.20
C 1.56 -1.65 1.20
C -1.56 -0.23 -0.88
N 0.80 -0.13 -0.55
N -1.97 -1.71 -0.75
N 3.05 -0.08 -0.05
N 4.62 1.69 -1.09
N -0.36 0.03 -0.10
O -2.25 -2.17 -1.77
S -5.28 0.81 0.12
H -2.30 0.52 1.99
H -4.53 1.25 2.45
H -4.06 0.06 -1.83
H 0.42 -1.70 1.14
H 1.93 -2.62 0.68
H 1.97 -1.33 2.10
H -1.29 0.16 -1.89
H 3.71 -0.65 0.51
H 4.01 0.89 -0.68
H 4.80 2.29 -0.29
H 4.18 2.10 -1.93
H 5.48 1.16 -1.39
H -0.60 0.10 0.91
*
```

---

No. 2
The molecule C7H13NO. Source: the Open Molecules 2025 dataset; level of theory: wB97M-V/def2-TZVPD.

Properties
Molar mass ... 127.19 g mol⁻¹
HOMO ... -0.351 hartree

Geometry as ORCA input:
```
! wB97M-V def2-TZVPD RIJCOSX def2/J DEFGRID3
* xyz 0 1
C -1.18 -2.09 -0.05
C -0.83 -0.82 -0.82
C -0.45 0.35 0.07
C 0.76 0.15 0.96
C 2.03 -0.22 0.23
N 2.65 0.73 -0.50
O 2.70 -1.23 0.52
C -0.73 1.75 -0.45
C -1.58 1.17 0.64
H -1.64 -2.83 -0.71
H -0.29 -2.55 0.40
H -1.90 -1.87 0.76
H -0.01 -1.03 -1.52
H -1.69 -0.52 -1.44
H 0.98 1.08 1.51
H 0.58 -0.63 1.71
H 2.16 1.17 -1.27
H 3.70 0.56 -0.44
H -0.03 2.55 -0.18
H -1.16 1.84 -1.45
H -2.60 0.86 0.39
H -1.47 1.57 1.65
*
```

---

No. 3
The molecule C7H13NO. Source: the Open Molecules 2025 dataset; level of theory: wB97M-V/def2-TZVPD.

Properties
Molar mass ... 127.19 g mol⁻¹
HOMO ... -0.281 hartree

Geometry as ORCA input:
```
! wB97M-V def2-TZVPD RIJCOSX def2/J DEFGRID3
* xyz 0 1
C -1.40 -0.94 -1.79
C -0.11 -0.62 -1.64
N 0.58 0.63 -1.14
C 2.00 0.82 -1.24
C -0.01 0.48 0.13
C -0.83 1.70 0.49
C 0.20 -0.51 1.05
C -0.66 -0.72 2.25
O 1.13 -1.48 0.81
H -2.17 -0.58 -1.13
H -1.68 -1.72 -2.48
H 0.63 -1.14 -2.24
H 2.60 -0.07 -1.01
H 2.24 1.07 -2.28
H 2.30 1.61 -0.55
H -0.90 2.36 -0.37
H -0.36 2.25 1.31
H -1.84 1.44 0.79
H -0.09 -1.17 3.07
H -1.06 0.21 2.65
H -1.50 -1.38 2.00
H 0.93 -2.26 1.33
*
```

---

No. 4
A 2-piece molecular cluster, C7H13NO3Si overall. Source: the Open Molecules 2025 dataset; level of theory: wB97M-V/def2-TZVPD.

Properties
Molar mass ... 187.27 g mol⁻¹
HOMO ... 0.057 hartree

Geometry as ORCA input:
```
! wB97M-V def2-TZVPD RIJCOSX def2/J DEFGRID3
* xyz -2 1
C -1.01 -0.19 2.23
C 0.53 -1.94 0.14
C 1.25 -0.70 0.67
C -0.70 -1.31 -0.56
C -0.76 0.48 0.97
C 1.28 2.56 1.12
C -0.43 2.16 -1.37
N -1.58 -0.55 0.29
O -0.90 -0.03 3.43
O -1.83 -1.16 1.63
O -1.74 3.16 0.98
Si -0.56 2.33 0.47
H 1.23 -2.46 -0.58
H 0.20 -2.73 0.89
H 1.71 -0.81 1.66
H 1.80 0.00 0.01
H -0.54 -0.55 -1.32
H -1.26 -2.17 -0.99
H 1.59 3.58 1.25
H 1.16 2.10 2.03
H 1.99 1.94 0.64
H -0.59 3.06 -2.00
H 0.45 1.72 -1.68
H -1.26 1.48 -1.70
H -0.01 -9.96 -8.19
*
```

---

No. 5
The molecule C7H13NSSi. Source: the Open Molecules 2025 dataset; level of theory: wB97M-V/def2-TZVPD.

Properties
Molar mass ... 171.34 g mol⁻¹
HOMO (spin up / spin down) ... -0.265 / -0.265 hartree

Geometry as ORCA input:
```
! wB97M-V def2-TZVPD RIJCOSX def2/J DEFGRID3
* xyz 0 1
C -3.26 1.27 -0.07
C -2.77 -1.03 -0.11
C -0.58 0.58 0.11
C -2.54 -2.42 0.17
C 1.96 1.02 -1.87
C 1.76 -1.26 0.37
C 2.19 1.76 1.31
N -3.42 -0.03 -0.04
Si 1.33 0.65 0.01
S -1.55 1.85 0.07
H -3.94 1.88 -0.48
H -3.50 -2.82 0.21
H -2.10 -3.04 -0.52
H -2.07 -2.45 1.08
H 1.33 1.89 -2.19
H 2.97 1.12 -1.73
H 1.64 0.20 -2.42
H 2.40 -1.66 -0.49
H 2.19 -1.38 1.29
H 0.76 -1.85 0.35
H 1.69 1.66 2.34
H 3.20 1.33 1.65
H 2.30 2.73 0.96
*
```

---

No. 6
A 2-piece molecular cluster, C7H13O overall. Source: the Open Molecules 2025 dataset; level of theory: wB97M-V/def2-TZVPD.

Properties
Molar mass ... 113.18 g mol⁻¹
<S²> ... 0.76
HOMO (spin up / spin down) ... 0.093 / 0.061 hartree

Geometry as ORCA input:
```
! wB97M-V def2-TZVPD RIJCOSX def2/J DEFGRID3
* xyz -2 2
C 2.43 -0.13 -0.82
O 3.14 0.09 0.30
C 0.94 -0.59 -0.58
C 0.24 0.18 0.52
C -1.10 0.39 0.59
C -2.10 0.24 -0.44
C -3.21 -0.78 -0.33
C -1.67 0.61 2.02
H 2.89 -0.92 -1.49
H 2.25 0.75 -1.50
H 0.79 -1.64 -0.37
H 0.38 -0.37 -1.52
H 4.65 0.93 -1.81
H 0.92 0.67 1.21
H 5.29 0.84 -2.20
H -3.02 -1.71 0.22
H -3.41 0.18 0.31
H -3.98 -0.77 -1.10
H -2.38 -0.19 2.23
H -0.83 0.66 2.69
H -2.21 1.57 2.10
*
```

---

No. 7
A 2-piece molecular cluster, C7H13O2 overall. Source: the Open Molecules 2025 dataset; level of theory: wB97M-V/def2-TZVPD.

Properties
Molar mass ... 129.18 g mol⁻¹
HOMO (spin up / spin down) ... -0.475 / -0.510 hartree

Geometry as ORCA input:
```
! wB97M-V def2-TZVPD RIJCOSX def2/J DEFGRID3
* xyz 1 1
C -0.28 0.44 1.63
C -0.66 0.29 -0.54
C 0.60 -0.47 -0.32
C -0.39 1.15 2.93
C -1.74 0.08 -1.51
C 0.59 -1.97 -0.61
C 1.78 0.13 -1.00
O 0.77 -0.27 1.20
O -1.19 0.66 0.71
H 0.26 2.09 -1.26
H -0.87 2.15 2.74
H 0.67 1.15 3.29
H -0.89 0.57 3.76
H -2.60 -0.22 -0.95
H -1.49 -0.61 -2.25
H -2.18 0.91 -1.97
H 1.25 -2.56 -0.08
H 0.75 -2.08 -1.69
H -0.42 -2.33 -0.60
H 2.60 -0.49 -1.10
H 2.02 1.06 -0.45
H 1.41 0.32 -1.95
*
```

---

No. 8
A 2-piece molecular cluster, C7H14 overall. Source: the Open Molecules 2025 dataset; level of theory: wB97M-V/def2-TZVPD.

Properties
Molar mass ... 98.19 g mol⁻¹
HOMO ... -0.329 hartree

Geometry as ORCA input:
```
! wB97M-V def2-TZVPD RIJCOSX def2/J DEFGRID3
* xyz 0 1
C 1.21 -1.09 0.52
C 0.60 0.07 -0.05
C -0.87 -0.18 -0.15
C -1.77 0.92 -0.66
C -3.09 0.35 -1.14
H 0.95 -1.30 1.60
H 1.29 -1.95 -0.06
H 2.17 -0.93 0.71
H 1.14 0.21 -1.08
H 1.08 0.93 0.47
H -0.97 -1.04 -1.07
H -1.05 -0.60 0.85
H -1.07 1.36 -1.50
H -1.99 1.70 0.31
H -3.71 0.44 -0.06
H -3.70 0.97 -1.93
H -2.82 -0.85 -1.39
C 3.35 0.30 0.59
C 2.96 0.13 1.74
H 3.90 0.39 -0.35
H 2.39 0.16 2.64
*
```

---

No. 9
The molecule C7H14. Source: the Open Molecules 2025 dataset; level of theory: wB97M-V/def2-TZVPD.

Properties
Molar mass ... 98.19 g mol⁻¹
HOMO ... -0.296 hartree

Geometry as ORCA input:
```
! wB97M-V def2-TZVPD RIJCOSX def2/J DEFGRID3
* xyz 0 1
C -0.46 -1.47 -1.67
C 0.27 -0.11 -1.60
C -0.87 -0.20 0.91
C -0.32 -1.45 1.48
C 0.97 0.43 -0.32
C 0.13 0.88 0.93
C -0.41 2.30 0.82
H -0.64 -1.69 -2.73
H 0.13 -2.30 -1.27
H -1.42 -1.45 -1.16
H 1.08 -0.16 -2.34
H -0.43 0.65 -1.94
H -0.61 -2.34 0.92
H -0.87 -1.51 2.43
H 0.76 -1.48 1.71
H 1.74 -0.28 0.02
H 1.50 1.33 -0.64
H 0.81 0.81 1.80
H -1.18 2.49 1.58
H -0.87 2.48 -0.16
H 0.38 3.04 0.97
*
```

---

No. 10
A 2-piece molecular cluster, C7H14 overall. Source: the Open Molecules 2025 dataset; level of theory: wB97M-V/def2-TZVPD.

Properties
Molar mass ... 98.19 g mol⁻¹
HOMO ... -0.330 hartree

Geometry as ORCA input:
```
! wB97M-V def2-TZVPD RIJCOSX def2/J DEFGRID3
* xyz 0 1
C 2.59 -0.07 -0.35
C 1.37 -0.53 -0.61
C 0.14 -0.28 0.19
C 0.18 0.92 1.12
C -0.51 -1.57 0.65
C -1.18 -0.74 -0.40
C -2.50 -0.10 -0.04
H 2.78 0.59 0.50
H 3.44 -0.35 -0.95
H 1.24 -1.21 -1.46
H 0.77 1.73 0.68
H 0.63 0.67 2.09
H -0.82 1.33 1.31
H -0.02 -2.50 0.36
H -0.95 -1.59 1.64
H -1.13 -1.11 -1.42
H -2.54 0.18 1.02
H -2.70 0.80 -0.64
H -3.32 -0.81 -0.21
H 1.47 2.02 -1.63
H 1.07 2.61 -1.86
*
```